## i
The molecule C6H11NS, computed with wB97M-V/def2-TZVPD.

highest occupied orbital energy = -8.486 eV
structure (SMILES) = CN[C@H]1C[C@@H]2S[C@@H]2C1
Kohn-Sham gap = 9.37 eV

Last column: natural (NBO) charge in e.
Geometry (Å):
C  -1.91618  -0.20142  0.84639  -0.46
N  -1.82999  0.32789  -0.55330  -0.64
C  -0.33007  0.28199  -1.02130  -0.04
C  0.58518  1.34242  -0.30593  -0.43
C  1.71126  0.77625  0.58136  -0.32
S  3.09012  -0.08920  -0.22723  0.10
C  1.56366  -0.73529  0.37596  -0.33
C  0.42087  -1.02738  -0.62766  -0.46
H  -1.67458  0.37536  1.88203  0.22
H  -1.24154  -1.20326  0.94001  0.17
H  -3.04744  -0.67953  0.81519  0.21
H  -2.49081  -0.12730  -1.14103  0.37
H  -0.34066  0.39101  -2.13616  0.21
H  0.85605  2.08902  -0.92997  0.22
H  0.05554  1.73654  0.70523  0.23
H  2.36669  1.50291  1.43456  0.28
H  1.56419  -1.37744  1.17506  0.22
H  -0.09376  -1.92477  -0.31681  0.22
H  0.75147  -1.45779  -1.49640  0.23

***

## ii
A structure of composition C6H11NS, computed with wB97M-V/def2-TZVPD.

highest occupied orbital energy = -8.949 eV
Kohn-Sham gap = 9.58 eV

Last column: natural (NBO) charge in e.
Geometry (Å):
C  -0.27423  2.15462  -0.42620  -0.66
C  0.29870  0.72364  0.14211  -0.10
C  1.48016  0.06425  -0.54677  -0.22
C  0.15196  -1.75580  -0.33926  -0.24
C  -0.70866  -0.51621  0.23816  -0.12
C  -0.24350  0.15842  1.44433  -0.47
H  0.38965  2.24484  -1.56560  0.22
H  -1.61809  2.05535  -0.80641  0.25
H  0.06251  3.24515  0.13526  0.24
H  1.27682  0.19164  -1.73740  0.18
H  2.45662  0.43209  -0.29422  0.21
H  1.75210  -1.63893  0.65315  0.35
H  -0.24910  -2.17257  -1.26820  0.21
H  -0.06022  -2.45419  0.48253  0.19
H  -2.98175  -1.06572  0.81986  0.15
H  -1.08031  0.86947  1.85641  0.26
H  0.31286  -0.68467  2.05128  0.22
N  1.50037  -1.33242  -0.37711  -0.60
S  -2.46587  -0.51897  -0.46192  -0.06

***

Compare the structures above. Which one is the most stable? i is.